1.
# C15H21N3O2S2

A single C15H21N3O2S2 molecule (ωB97M-V with the def2-TZVPD basis set, the OMol25 dataset).

Last column: natural (NBO) charge in e.
Element x y z (Å)
C: 2.36304 -4.85158 1.83219  -0.60
C: 1.77944 -3.55327 1.28679  -0.21
C: 1.59399 -3.61098 -0.23052  -0.41
C: 1.21132 -2.22340 -0.75784  -0.22
N: 0.45326 -1.48574 0.23996  -0.44
C: 0.81226 -0.21572 0.51508  0.67
O: 1.67819 0.36923 -0.10626  -0.62
C: 0.06565 0.49323 1.63908  -0.62
S: -1.69619 0.73422 1.25114  0.25
C: -1.57268 2.01809 0.06351  0.32
N: -0.42136 2.58849 -0.08348  -0.52
C: -0.31881 3.52910 -1.03468  0.25
C: -1.37844 3.90633 -1.81100  -0.34
C: -2.68301 3.33210 -1.63581  0.62
O: -3.70136 3.60647 -2.23384  -0.61
N: -2.69176 2.33324 -0.62935  -0.41
C: -3.93965 1.65451 -0.36526  -0.44
S: -0.99661 5.12760 -2.99814  0.27
C: 0.80832 4.95023 -2.64614  -0.50
C: 0.96635 4.24644 -1.30086  -0.46
C: -0.41406 -2.32790 1.02934  -0.21
C: 0.42423 -3.24014 1.94126  -0.41
H: 3.35127 -5.03061 1.41567  0.21
H: 2.45080 -4.80343 2.91509  0.21
H: 1.72469 -5.69454 1.57557  0.20
H: 2.47631 -2.73739 1.50874  0.20
H: 2.51600 -3.93586 -0.71278  0.22
H: 0.82005 -4.34329 -0.46869  0.19
H: 0.61723 -2.30836 -1.67514  0.19
H: 2.10139 -1.63074 -0.98013  0.24
H: 0.09920 -0.06311 2.57435  0.24
H: 0.50389 1.48278 1.75993  0.29
H: -4.23735 1.79986 0.67401  0.21
H: -3.83909 0.58593 -0.56122  0.21
H: -4.68576 2.08767 -1.03112  0.27
H: 1.22789 4.36049 -3.46104  0.22
H: 1.24639 5.94481 -2.66219  0.23
H: 1.14035 4.96449 -0.49428  0.23
H: 1.79590 3.53907 -1.30499  0.25
H: -0.99567 -2.93429 0.32814  0.20
H: -1.11928 -1.73493 1.60861  0.22
H: 0.58935 -2.76333 2.90873  0.20
H: -0.12567 -4.16579 2.11757  0.21

As for the electronic energy: -46132.7749 eV. As for the charge: 0. For the HOMO-LUMO gap, the calculation gives 0.29225 hartree. As for the LUMO energy: 0.0156 hartree. Its multiplicity is 1.

***

2.
# C4H7N2

A gas-phase ion, C4H7N2 (charge +1) (ωB97M-V with the def2-TZVPD basis set, the OMol25 dataset).

Last column: natural (NBO) charge in e.
Element x y z (Å)
C: -1.20792 0.85013 1.83761  0.12
N: 0.00395 1.04909 2.14813  -0.27
C: -0.01883 0.96034 0.65672  -0.08
N: 0.39776 -0.27873 0.21092  -0.37
C: -0.33148 -0.86809 -0.97626  -0.22
C: 1.13159 -0.40728 -1.15834  -0.19
H: -2.28748 0.73568 1.72812  0.29
H: -0.13424 1.91050 0.03461  0.27
H: 0.74470 -0.95965 0.84195  0.46
H: -1.10849 -0.23193 -1.21467  0.23
H: -0.41220 -1.93600 -1.23761  0.27
H: 1.77214 -1.26445 -1.14426  0.24
H: 1.45051 0.44039 -1.72692  0.26

As for the electronic energy: -7229.7668 eV. As for the charge: +1. For the HOMO-LUMO gap, the calculation gives 0.37546 hartree. As for the LUMO energy: -0.1307 hartree. Its multiplicity is 1.

***

3.
# C30H46AsF4N4O6PdSi2

A molecular structure, C30H46AsF4N4O6PdSi2 (ωB97M-V with the def2-TZVPD basis set, the OMol25 dataset).

Last column: Löwdin spin population.
Element x y z (Å)
Pd: -0.66874 -0.22101 0.12397  1.25
C: 1.78252 -3.21352 -1.50233  0.03
C: 0.77572 -2.73198 -2.54304  0.02
N: -0.46371 -2.19049 -1.96061  0.07
C: -1.36529 -1.68842 -3.01761  0.00
C: -2.13630 -0.43143 -2.58726  0.02
C: -1.09266 -3.19988 -1.12425  0.00
C: -2.38067 -2.78536 -0.43865  0.05
N: -2.20779 -1.74341 0.57853  0.52
C: -3.16462 -1.54831 1.51729  0.03
C: -2.93451 -0.64439 2.60690  0.11
F: -1.78929 -0.01488 2.72959  0.03
C: -3.85124 -0.42650 3.60380  -0.01
F: -3.52319 0.40052 4.59131  -0.02
C: -5.08669 -1.04536 3.60849  0.15
C: -5.37333 -1.90060 2.56362  -0.01
F: -6.56048 -2.49390 2.50679  -0.01
C: -4.47417 -2.14798 1.55417  0.11
F: -4.92780 -2.91022 0.57433  0.04
H: 2.77893 -3.24695 -1.94684  0.00
H: 1.55016 -4.21333 -1.13266  0.00
H: 1.80697 -2.53730 -0.64431  0.02
H: 0.53692 -3.55467 -3.23391  0.00
H: 1.22150 -1.93109 -3.13279  0.01
H: -2.05106 -2.48544 -3.33230  0.00
H: -0.74853 -1.45866 -3.88450  0.00
H: -1.81237 -0.19606 -1.56932  0.01
H: -3.22029 -0.55969 -2.57841  0.00
H: -1.90618 0.42742 -3.21182  0.00
H: -0.38705 -3.49271 -0.34947  0.00
H: -1.33465 -4.09333 -1.72378  0.00
H: -2.77349 -3.69038 0.00757  0.01
H: -3.12163 -2.44615 -1.16572  0.02
H: -5.81327 -0.84760 4.38691  0.01
O: 0.76785 -0.91587 1.81160  0.05
C: 0.58808 -2.01814 2.36386  0.01
O: 0.52687 -3.16986 1.85539  0.01
C: 0.49018 -2.02056 3.90884  0.00
N: 0.29763 -3.46700 4.28546  0.00
C: 1.42702 -3.88151 5.17841  0.00
C: 1.88997 -2.56815 5.79316  0.00
C: 1.78404 -1.59435 4.61520  0.00
H: -0.35890 -1.42549 4.23038  0.00
H: 0.33555 -3.85874 3.27897  0.00
H: -0.60862 -3.65056 4.70061  0.00
H: 2.20290 -4.31470 4.55062  0.00
H: 1.09365 -4.62887 5.89218  0.00
H: 2.89284 -2.63940 6.20825  0.00
H: 1.20839 -2.26931 6.59412  0.00
H: 2.63519 -1.71554 3.94333  0.00
H: 1.74171 -0.55252 4.92241  0.00
O: -2.28134 1.44171 0.11246  0.06
C: -1.37456 2.29573 -0.04161  0.02
O: -0.15188 2.03254 0.21425  0.20
C: -1.73384 3.63198 -0.62252  0.00
C: -3.06396 4.03290 -0.67694  0.00
C: -3.40178 5.23488 -1.27664  0.00
C: -2.39456 6.00712 -1.82647  0.00
C: -1.06532 5.63423 -1.77817  0.00
C: -0.73760 4.43760 -1.16051  0.00
N: -2.75461 7.27844 -2.50309  0.00
O: -3.91618 7.63078 -2.45829  0.00
O: -1.86703 7.88227 -3.07228  0.00
H: -3.82072 3.38893 -0.24963  0.00
H: -4.42426 5.57725 -1.33483  0.00
H: -0.31669 6.27853 -2.21705  0.00
H: 0.29267 4.11555 -1.08622  0.00
C: 2.91130 0.04823 -4.19649  0.02
Si: 1.86452 1.25725 -3.21835  0.11
C: 0.26319 1.57229 -4.11143  0.00
C: 2.78689 2.86267 -2.99409  0.03
As: 1.48539 0.22643 -1.09960  0.83
Si: 3.38616 0.85093 0.21980  0.09
C: 3.67028 -0.06526 1.81270  0.00
C: 3.25116 2.67054 0.57988  0.03
C: 4.80740 0.40232 -0.91672  0.02
H: 3.56503 0.58962 -4.88901  0.00
H: 2.28189 -0.62297 -4.78873  0.00
H: 3.54233 -0.56260 -3.54672  0.00
H: 0.47590 2.16554 -5.00724  0.00
H: -0.45580 2.12989 -3.50498  0.00
H: -0.19743 0.63513 -4.43351  0.00
H: 2.79725 3.38564 -3.95616  0.00
H: 3.82221 2.69273 -2.68952  0.00
H: 2.32146 3.52246 -2.25845  0.00
H: 2.90128 0.17062 2.54810  0.00
H: 4.64435 0.25395 2.20060  0.00
H: 3.69327 -1.14796 1.65899  0.00
H: 2.27035 2.89157 1.00931  0.00
H: 3.38010 3.28064 -0.31642  0.00
H: 4.02400 2.95489 1.30201  0.00
H: 4.80086 -0.67773 -1.09399  0.00
H: 5.76577 0.66300 -0.45206  0.00
H: 4.75451 0.90338 -1.88691  0.00

As for the electronic energy: -141036.6665 eV. As for the charge: +1. As for the expectation value of S²: 6.05. For the HOMO-LUMO gap (spin up / spin down), the calculation gives 0.28401 / 0.22637 hartree. As for the LUMO energy (spin up / spin down): -0.0879 / -0.1776 hartree. Its multiplicity is 5.

***

4.
# C3H3LiMnO3

A molecular structure, C3H3LiMnO3 (ωB97M-V with the def2-TZVPD basis set, the OMol25 dataset).

Last column: Löwdin spin population.
Element x y z (Å)
C: 0.90266 -0.41376 0.52538  0.54
C: -0.33106 0.06481 -0.17696  0.14
O: -1.32748 -0.95157 -0.12576  0.04
O: 1.91938 0.17663 0.67493  0.29
H: -0.05490 0.30829 -1.21494  0.01
H: -0.67148 0.98519 0.32336  0.01
O: -2.63248 0.34465 -1.37594  0.17
C: -2.47100 -0.73968 -0.75307  0.09
Li: 3.76152 0.24610 1.37445  0.01
Mn: -4.23164 -0.71936 -1.57261  4.71
H: 5.13649 0.69869 2.32114  0.01

As for the electronic energy: -40813.7522 eV. As for the charge: +1. As for the expectation value of S²: 12.01. For the HOMO-LUMO gap (spin up / spin down), the calculation gives 0.05267 / 0.04612 hartree. As for the LUMO energy (spin up / spin down): -0.2647 / -0.2692 hartree. Its multiplicity is 7.